# 1
Below is 2 unconnected molecules or ions with the total composition C6H5NO, with properties calculated with ωB97M-V/def2-TZVPD.

```
13
C6H5NO (ωB97M-V/def2-TZVPD)
C -0.4114 0.3422 -0.3889
C -1.0972 -0.4952 0.7484
C -0.1885 -1.0767 1.4272
C 1.1967 -0.3969 0.9604
C 0.9476 0.2938 -0.2071
C -0.2912 -0.1518 -1.7869
H -0.0813 2.4633 -0.4844
H -2.3016 -0.5628 0.8606
H -0.1202 -1.7388 2.2579
H 2.2685 -0.8467 1.2120
H 1.7078 0.5682 -0.9433
N -0.5288 0.1045 -3.0058
O -1.1003 1.4970 -0.6501
```

For the calculated total energy, the calculation gives -361.360936 a.u. The value obtained for the LUMO energy is -0.68 eV. Its HOMO-LUMO gap is 8.93 eV. The calculation puts the energy above the lowest of the compared OMol25 structures with the same formula, charge and spin at 140.11 kcal per mole.

Mulliken atomic charge list, values in e, 5 entries: atom 1 (C): 1.9428, atom 2 (C): -0.7352, atom 3 (C): -0.3442, atom 4 (C): -0.2705, atom 5 (C): -1.3813

# 2
Below is C4H6N2 in the gas phase, with properties calculated with ωB97M-V/def2-TZVPD.

```
12
C4H6N2 (ωB97M-V/def2-TZVPD)
C -1.6194 -0.2696 -0.1003
N -0.2633 0.0513 0.3153
C 0.7439 -0.8579 0.0755
C 1.8786 -0.1326 -0.1078
N 1.6212 1.2114 0.0592
C 0.3379 1.2824 0.2963
H -1.5438 -0.8693 -1.0126
H -2.1646 -0.8420 0.6537
H -2.1636 0.6429 -0.3456
H 0.5246 -1.9159 0.0562
H 2.8507 -0.4983 -0.4058
H -0.2021 2.1975 0.5159
```

The SMILES is Cn1ccnc1. For the calculated total energy, the calculation gives -265.514569 a.u. The value obtained for the LUMO energy is 0.90 eV. Its HOMO-LUMO gap is 9.76 eV. The calculation puts the energy above the lowest of the compared OMol25 structures with the same formula, charge and spin at 13.18 kcal per mole.

Mulliken atomic charge list, values in e, 5 entries: atom 1 (C): -0.8440, atom 2 (N): 0.1011, atom 3 (C): -0.2593, atom 4 (C): -0.4298, atom 5 (N): -0.5931

# 3
Below is a molecular structure, C3H6O2Rb, with properties calculated with ωB97M-V/def2-TZVPD.

```
12
C3H6O2Rb (ωB97M-V/def2-TZVPD)
O 2.4939 1.9360 -1.0426
Rb 5.3943 2.7478 -1.0980
H 1.7769 2.5273 -0.7623
C -1.0279 -0.1207 -1.1276
C -1.2511 -0.7495 -0.1010
H 2.1195 1.0423 -1.2481
H -1.2698 0.2473 -2.1122
O -2.5397 -1.4422 1.8033
C -1.2486 -1.2941 1.2666
H -0.6976 -2.2501 1.2496
H -3.0557 -2.0275 1.2406
H -0.6943 -0.6167 1.9319
```

As for the charge: +1. For the calculated total energy, the calculation gives -292.190586 a.u. The value obtained for the LUMO energy is -4.03 eV. Its HOMO-LUMO gap is 8.36 eV.

Mulliken atomic charge list, values in e, 5 entries: atom 1 (O): -0.6178, atom 2 (Rb): 0.9699, atom 3 (H): 0.3138, atom 4 (C): -0.5291, atom 5 (C): 0.0888